No. 1
{"formula": "C4H12N2OS", "method": "ωB97M-V/def2-TZVPD", "homo_ha": [-0.1088, -0.0967], "multiplicity": 2, "energy_ev": -20202.365, "gap_ev": [6.3, 3.9], "s_squared": 0.754, "de_lowest_kj_mol": 132.13, "charge": -1, "species": ["C", "N", "C", "O", "C", "C", "S", "N", "H", "H", "H", "H", "H", "H", "H", "H", "H", "H", "H", "H"], "xyz": [[-0.5705, 0.9311, -0.5803], [0.3527, 1.4729, -1.5400], [1.6195, 0.6096, -1.5082], [1.6312, -0.4019, -0.7207], [-1.2148, -0.4751, -0.7708], [0.7891, -1.0995, 2.2766], [-0.7773, -0.1175, 2.6244], [-2.3929, -0.6471, 0.0818], [-1.4100, 1.7005, -0.5351], [0.0602, 0.8380, 0.3771], [0.7125, 2.3905, -1.0507], [1.8414, 0.3098, -2.5621], [2.3645, 1.4713, -1.3551], [0.7747, -1.5326, 1.2373], [-1.5045, -0.4607, -1.8072], [1.6200, -0.2896, 2.3110], [1.2281, -1.8143, 2.9733], [-2.4932, -1.6465, 0.2724], [-0.4028, -1.1159, -0.6733], [-2.2279, -0.1231, 0.9497]], "forces_ev_per_a": [[-0.95, 0.64, 2.02], [1.00, 1.42, 0.62], [1.06, 1.48, -1.85], [0.26, -0.95, 1.50], [-0.37, 2.82, -1.03], [0.80, 1.70, -1.21], [1.97, -1.17, 1.00], [-0.10, 0.05, -0.20], [0.79, -0.91, 0.57], [-1.41, 0.29, -0.48], [-1.30, -2.12, -1.45], [-0.30, 0.16, -0.30], [0.38, -0.63, 0.31], [0.05, 0.71, 1.05], [-0.36, -0.41, -0.74], [-1.39, -0.99, -0.56], [-0.99, -0.14, 0.53], [-0.04, 0.56, 0.36], [1.12, -1.64, 0.50], [-0.22, -0.88, -0.63]]}


No. 2
{"formula": "C21H22As2Cl3NO3Pd", "method": "ωB97M-V/def2-TZVPD", "homo_ha": -0.2716, "energy_ev": -192492.466, "gap_ev": 7.4, "de_lowest_kj_mol": 26.52, "charge": 0, "species": ["Pd", "Cl", "C", "C", "C", "Cl", "C", "C", "C", "C", "N", "C", "C", "O", "H", "H", "H", "H", "C", "As", "C", "C", "C", "C", "C", "C", "C", "As", "C", "C", "H", "H", "H", "H", "H", "H", "H", "H", "H", "H", "H", "H", "H", "H", "H", "H", "Cl", "C", "C", "O", "O", "H", "H"], "xyz": [[0.1854, -0.3013, -0.3619], [4.7806, -1.9780, -1.3716], [3.5663, -2.7025, -0.3727], [3.8603, -3.9016, 0.2919], [2.9354, -4.4963, 1.0981], [3.3359, -5.9762, 1.9197], [1.6587, -3.9147, 1.2771], [0.6512, -4.4311, 2.1200], [-0.5311, -3.7637, 2.2513], [-0.7365, -2.5810, 1.5253], [0.1672, -2.0913, 0.7115], [1.3789, -2.7176, 0.5886], [2.3419, -2.0667, -0.2473], [2.0581, -0.9409, -0.8439], [4.8363, -4.3478, 0.1618], [0.8388, -5.3436, 2.6689], [-1.3090, -4.1194, 2.9110], [-1.6493, -2.0149, 1.6375], [1.5062, 1.2802, -3.2974], [0.6634, 1.5984, -1.5922], [1.8589, 2.7756, -0.6540], [-0.9475, 2.6083, -1.9434], [-0.9716, 3.7516, -2.7367], [-2.1663, 4.4201, -2.9482], [-3.3368, 3.9518, -2.3648], [-3.3131, 2.8172, -1.5698], [-2.1172, 2.1356, -1.3600], [-2.0138, 0.5363, -0.2508], [-3.3362, -0.6230, -1.0742], [-2.9198, 1.0941, 1.3566], [1.8564, 2.2127, -3.7381], [0.7978, 0.7939, -3.9638], [2.3474, 0.6144, -3.1090], [2.0221, 3.6949, -1.2144], [2.7920, 2.2314, -0.5159], [1.4351, 2.9662, 0.3287], [-0.0604, 4.1222, -3.1918], [-2.1876, 5.3078, -3.5666], [-4.2696, 4.4750, -2.5304], [-4.2324, 2.4641, -1.1174], [-4.3060, -0.1278, -1.1114], [-3.4198, -1.5358, -0.4859], [-3.0111, -0.8775, -2.0806], [-3.9024, 1.4867, 1.0950], [-2.3067, 1.8393, 1.8547], [-3.0040, 0.2452, 2.0297], [2.1719, -1.4593, 3.7881], [1.5032, 0.2042, 3.9350], [0.6124, 0.4748, 2.7152], [-0.5938, 0.1757, 2.8262], [1.1990, 0.9250, 1.7005], [2.3512, 0.8803, 3.9661], [0.9298, 0.2289, 4.8558]], "forces_ev_per_a": [[0.17, 0.00, 0.06], [0.01, 0.00, -0.01], [-0.03, 0.03, 0.02], [0.02, 0.00, -0.02], [-0.02, -0.01, 0.01], [0.00, 0.00, 0.00], [-0.01, -0.01, 0.01], [0.01, 0.01, -0.02], [-0.02, -0.01, 0.01], [0.02, 0.03, 0.04], [-0.02, 0.01, 0.00], [0.03, 0.02, -0.04], [0.03, -0.01, 0.00], [-0.10, -0.07, -0.01], [0.00, 0.00, 0.00], [0.00, 0.00, 0.00], [0.00, 0.00, 0.01], [-0.03, 0.02, 0.00], [-0.01, 0.03, 0.01], [0.03, 0.08, 0.00], [0.02, -0.03, 0.02], [0.04, 0.00, -0.04], [0.02, -0.01, 0.00], [0.01, 0.02, -0.01], [-0.02, 0.00, 0.01], [0.01, -0.03, 0.01], [-0.04, 0.01, 0.01], [-0.09, -0.06, 0.03], [0.00, 0.03, -0.02], [0.04, 0.00, 0.02], [-0.01, 0.00, 0.01], [0.00, -0.02, 0.00], [0.00, -0.02, 0.00], [-0.01, 0.00, -0.03], [0.01, 0.01, 0.00], [0.00, -0.01, 0.00], [0.00, 0.00, 0.00], [0.00, 0.00, 0.00], [0.00, 0.00, 0.00], [0.00, 0.00, 0.00], [0.00, 0.00, 0.00], [0.01, 0.00, 0.01], [0.00, -0.01, 0.00], [0.00, 0.01, -0.01], [-0.01, 0.00, 0.01], [0.02, -0.01, 0.00], [0.01, -0.01, 0.01], [-0.02, 0.01, 0.01], [-0.04, -0.18, -0.06], [-0.03, 0.02, -0.03], [-0.03, 0.16, -0.03], [0.01, -0.01, 0.01], [0.01, 0.00, 0.01]]}


No. 3
{"formula": "C27H43BrCl3F2Mg2NO12SSi", "method": "ωB97M-V/def2-TZVPD", "homo_ha": -0.2731, "energy_ev": -197394.242, "gap_ev": 2.5, "charge": 0, "species": ["C", "C", "C", "C", "C", "Cl", "O", "C", "O", "Br", "Si", "C", "C", "C", "H", "H", "H", "H", "H", "H", "H", "H", "H", "H", "H", "H", "H", "H", "H", "H", "H", "H", "C", "C", "O", "C", "O", "O", "C", "H", "H", "H", "H", "H", "H", "H", "H", "F", "C", "C", "C", "C", "C", "C", "H", "H", "H", "H", "H", "Mg", "C", "N", "O", "O", "H", "H", "H", "F", "C", "C", "C", "C", "C", "C", "H", "H", "H", "H", "H", "Cl", "C", "O", "H", "H", "H", "H", "O", "S", "O", "O", "O", "Mg", "Cl"], "xyz": [[-3.5061, 0.7763, -2.7198], [-3.6935, -0.6088, -3.3737], [-4.4353, -1.5325, -2.2886], [-5.5138, -2.4925, -2.7853], [-6.6143, -2.8412, -1.7202], [-7.8121, -1.5283, -1.6340], [-4.4355, -0.3135, -4.6225], [-4.2386, -1.0234, -5.6554], [-4.4502, -2.2260, -5.8254], [-3.6367, -0.1031, -7.1938], [-1.9149, -1.3528, -3.5352], [-2.0144, -3.2427, -3.4922], [-0.8694, -0.6611, -4.9343], [-1.0203, -0.8648, -1.9374], [-4.3908, 1.5111, -2.9492], [-2.5929, 1.2455, -3.1105], [-3.3591, 0.6301, -1.6526], [-4.9507, -0.8798, -1.5859], [-3.6499, -2.0186, -1.7110], [-5.0156, -3.4654, -3.0052], [-6.0820, -2.0658, -3.6511], [-6.1722, -3.0171, -0.7474], [-7.1750, -3.6910, -2.0934], [-2.8045, -3.6781, -4.1103], [-2.2519, -3.5226, -2.4615], [-1.0825, -3.7418, -3.7568], [-1.0201, -1.2635, -5.8309], [-0.9736, 0.4083, -5.1035], [0.1728, -0.8237, -4.6399], [-0.6594, 0.1602, -2.0429], [-0.1230, -1.4682, -1.7858], [-1.6731, -0.9291, -1.0668], [-0.9297, 3.6028, 1.7898], [-0.9613, 2.1550, 1.3480], [0.3290, 1.7191, 0.8994], [1.2097, 1.4468, 1.8631], [1.0140, 1.5260, 3.0476], [2.3567, 1.0931, 1.2853], [3.4279, 0.8575, 2.2063], [-0.5234, 4.2340, 0.9984], [-1.9323, 3.9488, 2.0409], [-0.2935, 3.7324, 2.6641], [-1.6328, 2.0478, 0.4969], [-1.3340, 1.5024, 2.1377], [3.1396, 0.1415, 2.9702], [3.7380, 1.7987, 2.6613], [4.2570, 0.4520, 1.6413], [5.5354, -0.4688, 3.2488], [6.1411, -0.1562, 4.4188], [7.2788, -0.8417, 4.7910], [7.9005, -0.5150, 5.9871], [7.3737, 0.4818, 6.7982], [6.2253, 1.1560, 6.4078], [5.6063, 0.8397, 5.2071], [7.6703, -1.6202, 4.1495], [8.7976, -1.0390, 6.2874], [7.8592, 0.7314, 7.7312], [5.8088, 1.9314, 7.0378], [4.7149, 1.3620, 4.8834], [-5.9754, -2.9187, -4.9679], [-11.0964, -4.1481, -2.9686], [-10.0050, -5.1134, -3.2199], [-10.2634, -6.1432, -3.7877], [-8.8786, -4.7969, -2.8103], [-12.0150, -4.5570, -3.3718], [-11.1655, -4.0146, -1.8912], [-10.8328, -3.2182, -3.4630], [9.4481, 6.3033, 2.6966], [8.6944, 5.1886, 2.6318], [8.1865, 4.7906, 1.4119], [7.4150, 3.6403, 1.3463], [7.1540, 2.9115, 2.4982], [7.6690, 3.3294, 3.7173], [8.4498, 4.4733, 3.7862], [8.3952, 5.3770, 0.5269], [7.0167, 3.3126, 0.3954], [6.5482, 2.0158, 2.4451], [7.4624, 2.7636, 4.6150], [8.8676, 4.8107, 4.7256], [-6.2872, 0.9615, -2.9611], [9.6603, 1.9982, 10.0215], [8.9248, 2.1461, 8.8064], [10.6903, 1.7638, 9.7683], [9.6343, 2.9265, 10.5966], [9.2436, 1.1853, 10.6213], [8.0174, 2.3548, 9.0479], [-7.1094, -2.1750, -10.3108], [-6.5020, -1.7941, -9.0531], [-7.6627, -1.6161, -8.0348], [-5.8204, -0.4957, -9.1147], [-5.6415, -2.8388, -8.4888], [-7.9959, -0.4395, -6.5536], [-9.0446, -5.4791, -0.6370]], "forces_ev_per_a": [[0.11, 1.22, -1.04], [0.15, 0.00, 2.23], [-0.61, 1.46, -1.09], [0.15, -0.90, 1.49], [0.07, 0.43, -1.39], [0.05, -0.33, 0.27], [0.11, -0.28, 0.44], [1.11, 0.94, -2.67], [-0.03, -0.59, 0.93], [-0.14, -0.09, 0.67], [0.91, -0.06, 0.30], [-0.41, 0.09, -0.03], [-0.03, -0.64, 0.23], [-0.27, 0.15, -0.49], [1.93, -1.63, 0.63], [-0.01, -0.03, 0.06], [-0.17, 0.21, 0.07], [-0.04, 0.22, -0.14], [-0.19, -0.46, -0.16], [-0.22, 0.06, -0.46], [0.03, 1.63, 2.42], [-0.02, -0.09, 0.05], [0.04, -0.32, 0.52], [0.12, 0.05, -0.17], [0.14, -0.07, 0.00], [0.06, 0.12, -0.03], [-0.04, 0.38, -0.25], [-0.24, -0.04, -0.20], [-0.05, -0.04, 0.08], [-0.15, 0.07, 0.17], [-0.17, -0.22, 0.01], [0.20, -0.01, 0.16], [0.23, 0.10, 0.10], [-0.41, 0.29, 0.13], [-0.10, -0.20, -0.13], [0.12, 0.17, -0.07], [-0.06, -0.06, 0.04], [-0.03, -0.04, 0.01], [0.07, 0.03, -0.05], [-0.12, -0.02, -0.08], [-0.02, -0.02, -0.04], [-0.06, -0.08, 0.05], [0.21, -0.11, -0.16], [0.20, -0.02, 0.08], [-0.10, 0.07, 0.03], [-0.07, -0.02, 0.09], [-0.14, 0.03, -0.25], [0.24, -0.08, 0.17], [0.18, 0.03, 0.29], [0.16, -0.21, -0.19], [-0.17, 0.12, -0.02], [-0.06, -0.09, 0.11], [0.12, -0.18, -0.03], [-0.36, 0.18, -0.11], [-0.02, 0.02, -0.03], [0.00, -0.02, -0.01], [0.02, -0.11, -0.21], [-0.04, 0.02, -0.04], [-0.01, -0.03, 0.00], [-0.17, -1.96, -2.45], [-0.21, -0.02, 0.18], [0.33, 0.66, -0.54], [0.06, -0.37, 0.02], [-0.24, 0.35, -1.68], [0.04, -0.09, -0.03], [0.16, 0.03, 0.02], [0.07, 0.04, 0.11], [0.01, 0.02, 0.00], [-0.14, -0.22, -0.01], [0.05, 0.14, -0.25], [0.00, -0.02, 0.14], [-0.09, -0.09, -0.01], [0.01, 0.02, -0.13], [0.09, 0.09, 0.23], [0.03, 0.01, 0.02], [0.00, 0.03, -0.02], [0.01, -0.01, 0.01], [0.05, -0.01, 0.01], [0.01, 0.02, -0.02], [-2.29, 0.00, -1.01], [-0.31, 0.10, -0.04], [0.23, 0.08, 0.26], [-0.01, 0.01, -0.08], [0.11, -0.05, 0.08], [0.11, 0.00, 0.08], [0.02, 0.11, -0.02], [-0.31, 0.10, 0.61], [2.20, -0.28, -2.29], [-2.05, 1.03, 3.07], [-0.57, 0.09, 0.50], [-0.32, 0.07, 0.80], [0.80, -0.55, -1.40], [0.11, -0.31, 1.53]]}


No. 4
{"formula": "C6H11N2O2", "method": "ωB97M-V/def2-TZVPD", "homo_ha": -0.4869, "energy_ev": -13468.350, "gap_ev": 10.4, "de_lowest_kj_mol": 172.06, "charge": 1, "species": ["C", "C", "C", "N", "C", "C", "O", "C", "O", "N", "H", "H", "H", "H", "H", "H", "H", "H", "H", "H", "H"], "xyz": [[-2.1135, -2.3221, 1.3794], [-1.2878, -1.4431, 0.4747], [-1.5449, -0.9939, -0.8205], [-0.6307, -0.0329, -1.1765], [0.3067, -0.0377, -0.1984], [1.6331, 0.6810, -0.1127], [2.1598, 0.6714, 1.2358], [1.2733, 2.0867, -0.4210], [0.9581, 2.1177, -1.7925], [-0.0810, -0.8594, 0.7964], [-1.4507, -3.0093, 1.8274], [-2.7134, -1.5714, 1.8989], [-2.9570, -2.8493, 0.7527], [-2.3966, -1.3199, -1.4473], [-0.5903, 0.5837, -1.9998], [2.3297, 0.2876, -1.0144], [3.0852, 0.9281, 1.3838], [0.5934, 2.3898, 0.3062], [2.1795, 2.7833, -0.3945], [0.8306, 2.9431, -2.3171], [0.4163, -1.0334, 1.6394]], "forces_ev_per_a": [[-1.99, 1.06, -3.20], [-0.34, 0.04, -2.68], [-2.00, -0.89, 1.04], [1.54, -0.67, 1.26], [0.74, -0.58, 1.16], [1.89, -0.13, -1.35], [-1.20, -1.09, -0.73], [3.95, 2.80, -2.10], [-1.69, -0.42, -1.70], [-1.04, 0.43, -1.53], [0.07, -0.75, 1.32], [0.35, -0.65, 1.23], [2.00, 0.68, 1.01], [0.78, 0.64, 0.43], [0.18, -0.53, 0.54], [-1.22, 0.58, 2.38], [-0.37, -0.08, -0.92], [-1.81, 0.97, 0.79], [-0.87, -1.08, 0.93], [0.33, -0.53, 1.54], [0.71, 0.20, 0.56]]}


No. 5
{"formula": "C5H5FO4Rb", "method": "ωB97M-V/def2-TZVPD", "homo_ha": [-0.1687, -0.2325], "multiplicity": 2, "energy_ev": -16825.431, "gap_ev": [3.5, 5.2], "s_squared": 0.758, "de_lowest_kj_mol": 6.74, "charge": 0, "species": ["C", "H", "H", "C", "O", "Rb", "H", "O", "O", "O", "C", "C", "C", "H", "F", "H"], "xyz": [[0.9260, 0.2944, 2.2954], [0.4782, 0.9738, 1.4887], [0.1801, -0.4831, 2.5178], [2.2058, -0.3451, 1.9320], [2.3312, -1.5073, 1.5745], [0.8723, -3.7376, -0.0395], [3.1096, 0.2944, 1.9972], [-1.2100, 0.1759, -3.0490], [-1.3017, -0.2526, -0.9234], [-0.4656, -1.8136, -2.2988], [-1.6658, 1.3767, -2.4162], [-1.4920, 1.1692, -1.0115], [-1.0055, -0.7301, -2.1246], [-1.4443, 2.2700, -2.9943], [-2.5927, 1.4445, -0.1718], [1.0743, 0.8703, 3.2237]], "forces_ev_per_a": [[-1.26, 0.40, 0.03], [0.83, -0.81, 0.88], [0.15, 0.23, -0.23], [0.40, -0.45, -0.61], [-0.23, 0.47, 0.12], [-0.17, 0.74, -0.27], [-0.10, -0.14, -0.04], [0.11, -0.07, -0.51], [0.20, -0.57, 0.33], [-0.22, -0.60, 0.07], [-0.12, 0.24, 0.19], [-0.41, 0.39, -0.11], [0.73, 0.36, 0.46], [-0.01, -0.33, 0.19], [0.15, 0.04, -0.06], [-0.04, 0.09, -0.44]]}


No. 6
{"formula": "CH2AuO3", "method": "ωB97M-V/def2-TZVPD", "homo_ha": [-1.1354, -1.1326], "multiplicity": 3, "energy_ev": -10852.757, "gap_ev": [11.7, 7.0], "s_squared": 2.039, "charge": 3, "species": ["H", "O", "C", "O", "O", "Au", "H"], "xyz": [[-0.7856, 1.5829, -0.2432], [-0.3414, -1.2668, -0.3213], [-0.4298, -0.0813, 0.2215], [-1.4280, 0.6706, -0.0487], [0.6412, 0.5962, 0.0708], [2.2206, -0.0930, -0.1513], [0.0786, -1.9131, 0.2675]], "forces_ev_per_a": [[-3.61, -0.62, 0.50], [-0.65, 0.20, 1.96], [-2.21, -2.34, -4.37], [1.33, 2.80, 0.43], [-2.80, 4.46, 2.27], [8.20, -2.64, -1.20], [-0.27, -1.87, 0.40]]}